{"formula": "C17H39ClGaI2O7", "method": "the ωB97M-V functional and the def2-TZVPD basis", "multiplicity": 1, "gap_ev": 7.25, "total_charge": -1, "energy_ev": -113695.5280, "e_lumo_ev": 1.8, "e_homo_ha": -0.1990, "elements": ["C", "C", "O", "Ga", "Cl", "I", "C", "C", "C", "I", "H", "H", "H", "H", "H", "H", "H", "H", "H", "H", "H", "C", "O", "C", "C", "O", "C", "C", "O", "C", "H", "H", "H", "H", "H", "H", "H", "H", "H", "H", "H", "H", "H", "H", "C", "O", "C", "C", "O", "C", "C", "O", "C", "H", "H", "H", "H", "H", "H", "H", "H", "H", "H", "H", "H", "H", "H"], "xyz": [[1.699, 5.281, 2.335], [1.189, 6.652, 2.817], [1.229, 7.631, 1.812], [2.624, 8.748, 1.475], [2.447, 10.455, 2.908], [4.862, 7.549, 2.129], [2.726, 9.389, -0.388], [3.174, 8.361, -1.442], [2.108, 8.023, -2.478], [0.777, 6.460, -1.850], [2.162, 5.385, 1.352], [0.888, 4.551, 2.226], [2.440, 4.849, 3.009], [0.145, 6.563, 3.151], [1.769, 6.967, 3.699], [1.739, 9.800, -0.633], [3.405, 10.246, -0.385], [3.533, 7.439, -0.971], [4.046, 8.723, -2.002], [2.511, 7.675, -3.425], [1.449, 8.870, -2.659], [-1.956, 3.429, 1.869], [-1.292, 2.264, 2.317], [-2.089, 1.333, 3.013], [-2.068, -0.036, 2.359], [-2.661, -0.045, 1.069], [-1.811, 0.293, -0.015], [-1.075, -0.903, -0.586], [-0.157, -1.450, 0.338], [-0.299, -2.825, 0.617], [-1.917, 4.230, 2.614], [-1.462, 3.780, 0.964], [-3.004, 3.216, 1.634], [-3.124, 1.685, 3.084], [-1.709, 1.216, 4.037], [-2.699, -0.684, 2.974], [-1.051, -0.430, 2.342], [-1.107, 1.083, 0.249], [-2.476, 0.655, -0.805], [-0.538, -0.566, -1.483], [-1.801, -1.663, -0.897], [-1.332, -3.159, 0.479], [-0.015, -2.992, 1.656], [0.338, -3.440, -0.026], [-0.656, -6.410, -4.663], [0.029, -7.174, -3.697], [1.007, -6.477, -2.952], [0.769, -6.548, -1.455], [-0.390, -5.864, -1.010], [-1.664, -6.453, -1.208], [-1.990, -7.589, -0.257], [-1.200, -8.739, -0.485], [-0.476, -9.219, 0.625], [-0.113, -6.378, -5.614], [-1.626, -6.879, -4.833], [-0.818, -5.382, -4.324], [1.055, -5.427, -3.261], [1.991, -6.922, -3.146], [1.600, -6.003, -0.997], [0.798, -7.582, -1.113], [-1.822, -6.765, -2.241], [-2.373, -5.654, -0.973], [-3.047, -7.845, -0.405], [-1.876, -7.239, 0.775], [-0.186, -8.407, 1.299], [0.428, -9.703, 0.254], [-1.055, -9.952, 1.197]]}

{"formula": "C17H39ClN5O6", "method": "the ωB97M-V functional and the def2-TZVPD basis", "multiplicity": 1, "gap_ev": 8.27, "total_charge": 1, "energy_ev": -50515.5219, "e_lumo_ev": -2.7, "e_homo_ha": -0.4030, "elements": ["O", "C", "C", "C", "Cl", "C", "O", "C", "N", "H", "H", "H", "H", "H", "H", "H", "H", "H", "H", "H", "C", "C", "O", "N", "C", "H", "H", "H", "H", "H", "H", "H", "C", "C", "O", "N", "C", "H", "H", "H", "H", "H", "H", "H", "C", "C", "O", "N", "C", "H", "H", "H", "H", "H", "H", "H", "C", "C", "O", "N", "C", "H", "H", "H", "H", "H", "H", "H"], "xyz": [[5.538, 3.441, -0.644], [4.371, 3.065, -0.005], [3.889, 1.657, -0.286], [2.652, 1.404, 0.569], [2.077, -0.270, 0.390], [1.546, 2.359, 0.118], [0.416, 2.339, 0.953], [1.993, 3.824, 0.165], [3.300, 3.991, -0.547], [6.298, 3.463, -0.044], [4.374, 3.266, 1.074], [4.690, 0.935, -0.121], [3.605, 1.583, -1.344], [2.858, 1.563, 1.632], [1.287, 2.116, -0.921], [-0.143, 1.577, 0.739], [1.276, 4.424, -0.387], [2.080, 4.172, 1.196], [3.131, 3.780, -1.539], [3.637, 4.955, -0.508], [-2.664, -3.689, -1.121], [-2.397, -2.287, -0.645], [-3.218, -1.386, -0.700], [-1.155, -2.041, -0.135], [-0.022, -2.926, 0.000], [-3.679, -3.734, -1.506], [-1.969, -3.990, -1.904], [-2.552, -4.411, -0.313], [-1.041, -1.089, 0.176], [0.298, -3.003, 1.041], [0.822, -2.567, -0.595], [-0.257, -3.929, -0.345], [-4.040, -7.574, -2.102], [-2.634, -7.590, -1.546], [-1.868, -6.654, -1.723], [-2.247, -8.684, -0.842], [-3.014, -9.872, -0.541], [-4.174, -6.636, -2.632], [-4.205, -8.404, -2.791], [-4.783, -7.650, -1.307], [-1.297, -8.635, -0.507], [-3.123, -10.014, 0.535], [-2.548, -10.764, -0.962], [-4.009, -9.785, -0.968], [-0.108, 5.710, -3.932], [-0.198, 4.560, -2.962], [0.819, 4.091, -2.434], [-1.406, 4.047, -2.691], [-2.694, 4.451, -3.228], [0.937, 5.986, -4.034], [-0.499, 5.428, -4.910], [-0.679, 6.570, -3.582], [-1.398, 3.268, -2.049], [-3.365, 4.767, -2.430], [-3.160, 3.631, -3.773], [-2.563, 5.283, -3.912], [0.796, 0.848, 4.291], [1.656, 1.386, 5.415], [2.519, 0.708, 5.937], [1.438, 2.672, 5.810], [0.454, 3.606, 5.312], [1.082, -0.187, 4.125], [-0.267, 0.895, 4.530], [0.953, 1.423, 3.375], [2.029, 2.965, 6.572], [0.922, 4.510, 4.916], [-0.250, 3.905, 6.090], [-0.117, 3.146, 4.509]]}

{"formula": "C17H39F6O9Y", "method": "the ωB97M-V functional and the def2-TZVPD basis", "multiplicity": 1, "gap_ev": 8.62, "total_charge": 0, "energy_ev": -54038.1927, "e_lumo_ev": 0.4, "e_homo_ha": -0.3036, "e_above_lowest_kj_mol": 340.3, "elements": ["Y", "C", "O", "O", "C", "F", "F", "F", "C", "C", "H", "H", "H", "H", "H", "H", "C", "O", "O", "C", "F", "F", "F", "C", "C", "H", "H", "H", "H", "H", "H", "C", "O", "H", "H", "H", "C", "C", "O", "H", "H", "H", "H", "H", "H", "C", "C", "O", "H", "H", "H", "H", "H", "H", "C", "C", "O", "H", "H", "H", "H", "H", "H", "C", "C", "O", "H", "H", "H", "H", "H", "H"], "xyz": [[-0.389, 0.199, -0.447], [-1.027, 2.056, 2.561], [0.399, 1.838, 2.547], [-1.453, 1.397, 1.385], [-1.655, 1.556, 3.936], [-1.348, 0.301, 4.276], [-1.273, 2.213, 5.049], [-2.929, 1.603, 4.029], [1.230, 2.458, 3.618], [2.760, 2.232, 3.292], [3.122, 1.267, 3.645], [3.047, 2.277, 2.241], [3.406, 2.809, 3.954], [1.021, 2.139, 4.639], [1.125, 3.541, 3.687], [-1.138, 3.116, 2.333], [3.128, 0.158, -0.801], [2.575, -1.156, -0.729], [1.951, 0.954, -0.473], [4.478, 0.322, 0.033], [4.400, -0.152, 1.303], [5.628, -0.128, -0.520], [4.675, 1.635, 0.169], [3.186, -2.152, -1.595], [2.329, -3.451, -1.711], [1.480, -3.216, -2.353], [2.963, -4.167, -2.234], [2.040, -3.795, -0.718], [4.233, -2.389, -1.406], [3.136, -1.820, -2.632], [3.367, 0.399, -1.836], [-0.198, -0.876, -3.984], [-0.344, -0.739, -2.611], [-0.495, -1.813, -4.454], [-0.741, -0.100, -4.523], [0.858, -0.832, -4.252], [-4.002, 0.684, -3.059], [-3.636, -0.045, -1.806], [-2.701, 0.696, -1.101], [-3.225, 0.814, -3.812], [-4.275, 1.668, -2.678], [-4.796, 0.220, -3.644], [-3.109, -0.943, -2.127], [-4.535, -0.271, -1.232], [-3.155, 1.351, -0.566], [0.527, 3.298, -3.446], [-0.769, 2.924, -2.655], [-0.462, 2.408, -1.388], [0.195, 3.943, -4.259], [0.972, 2.402, -3.877], [1.212, 3.980, -2.940], [-1.392, 2.305, -3.301], [-1.325, 3.840, -2.454], [-0.022, 3.087, -0.870], [0.826, -3.222, 2.497], [0.792, -1.683, 2.463], [0.645, -1.185, 1.145], [1.067, -3.536, 3.513], [1.588, -3.588, 1.809], [-0.035, -3.863, 2.309], [1.760, -1.333, 2.823], [0.087, -1.301, 3.201], [1.523, -1.290, 0.773], [-3.885, -2.322, 1.093], [-2.491, -1.791, 1.397], [-1.791, -1.716, 0.122], [-4.517, -1.472, 0.834], [-4.327, -2.815, 1.959], [-3.925, -3.110, 0.341], [-1.942, -2.492, 2.025], [-2.466, -0.822, 1.896], [-1.957, -2.503, -0.403]]}